(1)
{
  "formula": "C6H11N",
  "method": "ωB97M-V with the def2-TZVPD basis set",
  "symbols": ["C", "C", "C", "C", "C", "C", "N", "H", "H", "H", "H", "H", "H", "H", "H", "H", "H", "H"],
  "coordinates": [[-1.93181, -0.22074, 0.44438], [-0.92002, 1.64855, -0.17463], [-0.58455, -0.82586, 0.36858], [0.25508, 0.74262, -0.33949], [-0.36049, -2.03298, -0.48493], [1.53115, 1.14809, 0.35822], [-2.15157, 0.96333, 0.05561], [-2.81330, -0.96164, 0.46111], [-0.84744, 2.27380, 0.62431], [-1.01251, 2.28006, -1.07695], [0.03178, -0.82325, 1.20850], [0.41318, 0.51300, -1.32567], [-0.69615, -3.03956, -0.23076], [0.75600, -2.17055, -0.44898], [-0.76355, -1.98687, -1.49363], [1.96225, 2.14601, -0.06457], [2.27919, 0.32679, 0.25556], [1.08394, 1.23187, 1.49173]],
  "mulliken_spin": [0.719, 0.083, -0.018, 0.072, 0.027, 0.003, 0.936, 0.091, -0.002, 0.034, 0.045, 0.006, -0.009, 0.009, -0.004, 0.003, 0.004, 0.003],
  "spin_multiplicity": 3,
  "homo_energy_ha": [-0.1891, -0.3392],
  "e_above_lowest_kj_mol": 202.7
}

***

(2)
{
  "formula": "C22H36ClN4O4",
  "method": "ωB97M-V with the def2-TZVPD basis set",
  "symbols": ["C", "C", "Cl", "C", "C", "C", "N", "C", "C", "C", "N", "C", "C", "C", "C", "N", "C", "C", "N", "H", "H", "H", "H", "H", "H", "H", "H", "H", "H", "H", "H", "H", "H", "H", "H", "H", "H", "H", "H", "H", "H", "H", "H", "O", "C", "O", "C", "C", "C", "H", "H", "H", "H", "H", "H", "O", "C", "O", "C", "C", "C", "H", "H", "H", "H", "H", "H"],
  "coordinates": [[3.29022, -2.96796, -0.01794], [4.14816, -1.70130, 0.00858], [5.82733, -2.10186, 0.52765], [3.60540, -0.58909, 0.92833], [2.96613, 0.55819, 0.14222], [2.41391, 1.63320, 1.07496], [1.18266, 1.08832, 1.72188], [0.08184, 0.66952, 0.75830], [-1.09942, 0.24123, 1.65406], [-1.08678, -1.23251, 2.01908], [0.15734, -1.51063, 2.77393], [0.72159, -0.39316, -0.16328], [-0.17837, -0.92595, -1.26925], [-1.55515, -0.73275, -1.34679], [-2.26248, -1.31125, -2.39379], [-1.70925, -2.04343, -3.34865], [-0.38913, -2.21769, -3.28357], [0.40566, -1.68679, -2.28239], [1.94015, 0.11837, -0.79885], [2.63698, -3.02319, 0.85709], [3.91361, -3.86103, -0.03862], [2.65743, -2.99151, -0.90663], [4.25141, -1.29844, -0.99897], [2.90809, -1.04224, 1.64098], [4.43298, -0.16421, 1.49676], [3.75426, 1.02351, -0.45907], [3.12665, 1.87793, 1.86630], [2.13798, 2.53598, 0.53086], [0.80299, 1.74638, 2.39955], [1.41796, 0.22466, 2.23559], [-0.15084, 1.55776, 0.16192], [-2.03875, 0.54991, 1.19673], [-1.05168, 0.80837, 2.59580], [-1.97811, -1.46923, 2.60592], [-1.12833, -1.87462, 1.14253], [0.25399, -2.51289, 2.90133], [0.05690, -1.13057, 3.71149], [1.02371, -1.23714, 0.46483], [-2.09745, -0.15621, -0.61548], [-3.33771, -1.16956, -2.45322], [0.06130, -2.81236, -4.07179], [1.47479, -1.85287, -2.30132], [1.68641, 0.90739, -1.39016], [0.48813, 3.41924, -1.20058], [0.76096, 4.58808, -1.10316], [0.29654, 5.33633, -0.08936], [0.67822, 6.72111, -0.26922], [1.89648, 6.67535, -1.18452], [1.60308, 5.43654, -2.03037], [-0.16548, 7.24361, -0.72125], [0.87493, 7.14455, 0.71132], [2.02533, 7.58849, -1.75950], [2.79914, 6.51721, -0.59315], [0.99816, 5.66766, -2.90924], [2.48555, 4.88952, -2.35062], [-2.57950, -3.95249, 1.57306], [-3.58501, -3.61271, 1.01966], [-3.75696, -2.34471, 0.56022], [-5.09739, -2.17445, 0.05305], [-5.57095, -3.58115, -0.29340], [-4.83262, -4.42255, 0.74572], [-5.70093, -1.70950, 0.83481], [-5.05257, -1.50727, -0.80421], [-6.65308, -3.67964, -0.26168], [-5.23336, -3.84842, -1.29524], [-5.38810, -4.50518, 1.68188], [-4.56502, -5.41986, 0.40886]],
  "nbo_charge": [-0.631, -0.176, -0.065, -0.437, -0.066, -0.232, -0.542, -0.056, -0.420, -0.235, -0.885, -0.117, 0.003, -0.258, 0.048, -0.399, 0.044, -0.241, -0.619, 0.204, 0.247, 0.222, 0.221, 0.202, 0.242, 0.230, 0.224, 0.235, 0.430, 0.468, 0.261, 0.242, 0.194, 0.208, 0.228, 0.393, 0.361, 0.239, 0.212, 0.189, 0.203, 0.230, 0.382, -0.625, 0.806, -0.487, -0.073, -0.430, -0.532, 0.192, 0.207, 0.238, 0.213, 0.252, 0.247, -0.580, 0.804, -0.515, -0.069, -0.431, -0.531, 0.184, 0.196, 0.233, 0.220, 0.244, 0.254],
  "spin_multiplicity": 1,
  "homo_energy_ha": -0.4386,
  "total_charge": 1
}

***

(3)
{
  "formula": "C10H16",
  "method": "ωB97M-V with the def2-TZVPD basis set",
  "symbols": ["C", "C", "C", "C", "C", "C", "C", "C", "H", "H", "H", "H", "H", "H", "H", "H", "H", "H", "C", "C", "H", "H", "H", "H", "H", "H"],
  "coordinates": [[1.90151, -0.59935, -1.91631], [1.16309, -1.55045, -0.96291], [-0.23428, -1.07032, -0.63352], [-0.45575, 0.15880, -0.02397], [-1.70376, 0.76439, -0.00058], [-2.79799, 0.02667, -0.43701], [-2.61686, -1.24355, -0.96455], [-1.34209, -1.77446, -1.07566], [1.45132, -0.62040, -2.90163], [2.95725, -0.86304, -1.94139], [1.80317, 0.43193, -1.57339], [1.02762, -2.50745, -1.44774], [1.73740, -1.64141, -0.03655], [0.41813, 0.62094, 0.41820], [-1.87496, 1.70054, 0.50565], [-3.77332, 0.49449, -0.44452], [-3.47698, -1.83233, -1.26800], [-1.21089, -2.76003, -1.51166], [2.58140, 2.24005, 2.00732], [1.51974, 2.12450, 3.12663], [3.39052, 2.85393, 2.38793], [3.01108, 1.25583, 1.82139], [2.13241, 2.71574, 1.14447], [1.89865, 1.52049, 3.96060], [1.31125, 3.11325, 3.53535], [0.62242, 1.62035, 2.76878]],
  "nbo_charge": [-0.596, -0.417, 0.000, -0.224, -0.199, -0.222, -0.207, -0.219, 0.208, 0.209, 0.206, 0.205, 0.208, 0.205, 0.213, 0.211, 0.212, 0.206, -0.608, -0.604, 0.203, 0.202, 0.204, 0.200, 0.202, 0.202],
  "spin_multiplicity": 1,
  "homo_energy_ha": -0.3312,
  "e_above_lowest_kj_mol": 33.6,
  "smiles": "CCc1ccccc1.CC"
}

***

(4)
{
  "formula": "C4H10NO2PS",
  "method": "ωB97M-V with the def2-TZVPD basis set",
  "symbols": ["C", "C", "C", "C", "N", "O", "O", "P", "S", "H", "H", "H", "H", "H", "H", "H", "H", "H", "H"],
  "coordinates": [[-0.54873, -0.19626, 1.73011], [-1.51739, -0.33410, 0.56512], [-1.13658, -1.55657, -0.27969], [2.51209, 0.34860, -1.26564], [-1.29221, 0.88861, -0.26172], [0.73071, 0.23395, 1.50729], [1.04232, 0.32775, -1.27141], [0.26578, 1.34849, -0.38779], [0.59459, 3.17630, -0.56604], [-0.93290, 0.52478, 2.38249], [-0.54732, -1.24229, 2.04795], [-2.45623, -0.44361, 0.97042], [-1.65134, -2.38753, 0.15172], [-0.11450, -1.93975, -0.33439], [-1.49153, -1.57072, -1.27826], [2.82434, 1.03931, -1.96235], [2.80733, -0.66019, -1.32509], [2.71007, 0.70026, -0.32182], [-1.79849, 1.74296, -0.10091]],
  "mulliken_spin": [-0.014, 0.016, 0.019, -0.004, 0.048, 0.898, 0.009, 0.701, 0.236, 0.049, 0.044, 0.008, 0.002, 0.004, -0.011, 0.005, 0.007, 0.000, -0.019],
  "spin_multiplicity": 3,
  "homo_energy_ha": [-0.1852, -0.3159],
  "e_above_lowest_kj_mol": 0.0
}

***

(5)
{
  "formula": "C3H3ClN2OS",
  "method": "ωB97M-V with the def2-TZVPD basis set",
  "symbols": ["O", "N", "N", "C", "Cl", "C", "C", "S", "H", "H", "H"],
  "coordinates": [[-0.94634, 1.23626, -1.57426], [-0.62301, 0.33091, -0.59054], [0.21519, -0.69319, -0.97667], [0.75125, -1.16907, 0.20955], [1.60665, -2.63341, 0.19847], [0.45145, -0.33428, 1.22677], [-0.35888, 0.71981, 0.69038], [-0.81647, 2.21562, 1.27476], [-0.88140, 2.08851, -1.08329], [-0.21175, -1.37342, -1.62865], [0.81332, -0.38774, 2.25350]],
  "nbo_charge": [-0.520, 0.046, -0.392, 0.146, 0.086, -0.341, 0.027, -0.219, 0.494, 0.412, 0.259],
  "spin_multiplicity": 1,
  "homo_energy_ha": -0.3116,
  "e_above_lowest_kj_mol": 207.0,
  "smiles": "On1[nH]c(Cl)cc1=S"
}

***

(6)
{
  "formula": "C7H12",
  "method": "ωB97M-V with the def2-TZVPD basis set",
  "symbols": ["C", "C", "C", "C", "H", "H", "H", "H", "H", "H", "C", "C", "C", "H", "H", "H", "H", "H", "H"],
  "coordinates": [[1.47131, 0.11333, 1.20692], [0.11822, -0.27850, 1.66018], [-0.79883, -1.15459, 1.90799], [-1.14894, 0.26064, 2.25984], [2.02001, 0.57625, 2.03508], [2.03983, -0.74949, 0.84692], [1.40042, 0.85188, 0.40059], [-1.13648, -2.18106, 1.92754], [-1.85435, 0.82512, 1.63909], [-1.15808, 0.57762, 3.30836], [-0.76550, 1.27212, -1.47703], [0.04523, 0.54445, -2.24102], [0.30406, -0.92281, -2.05770], [-0.92330, 2.33221, -1.65720], [-1.30504, 0.82803, -0.64153], [0.56470, 1.02706, -3.07007], [-0.08135, -1.49745, -2.90912], [-0.17166, -1.29570, -1.14413], [1.37975, -1.12912, -1.99470]],
  "nbo_charge": [-0.661, 0.051, -0.213, -0.435, 0.230, 0.222, 0.242, 0.222, 0.169, 0.173, -0.412, -0.170, -0.656, 0.200, 0.192, 0.193, 0.220, 0.219, 0.214],
  "spin_multiplicity": 1,
  "homo_energy_ha": -0.3336,
  "e_above_lowest_kj_mol": 294.9,
  "smiles": "CC1=CC1.C=CC"
}

***

(7)
{
  "formula": "C53H52N5P2SeZr",
  "method": "ωB97M-V with the def2-TZVPD basis set",
  "symbols": ["Zr", "C", "P", "C", "C", "C", "C", "C", "C", "C", "C", "C", "C", "C", "C", "C", "C", "C", "C", "C", "P", "C", "C", "C", "C", "C", "C", "C", "C", "C", "C", "C", "C", "N", "H", "H", "H", "H", "H", "H", "H", "H", "H", "H", "H", "H", "H", "H", "H", "H", "H", "H", "H", "H", "H", "H", "H", "H", "H", "H", "N", "C", "N", "C", "C", "C", "C", "C", "C", "C", "H", "H", "H", "H", "C", "C", "C", "C", "N", "C", "Se", "N", "C", "C", "C", "C", "C", "C", "C", "C", "C", "C", "H", "H", "H", "H", "H", "H", "H", "H", "H", "H", "H", "H", "H", "H", "H", "H", "H", "H", "H", "H", "H", "H"],
  "coordinates": [[-13.20447, 1.42568, 17.74159], [-16.28737, 1.02404, 16.21983], [-15.88795, 0.70073, 18.01541], [-17.17965, 1.69756, 18.73469], [-16.79422, 2.40885, 19.84929], [-17.63207, 3.29192, 20.56288], [-18.98011, 3.18348, 20.28649], [-19.42846, 2.55245, 19.13128], [-18.57847, 1.81709, 18.32963], [-16.45723, -1.00680, 18.32977], [-17.63058, -1.60960, 17.80218], [-17.83578, -2.96355, 18.00627], [-17.03020, -3.65246, 18.89158], [-15.97024, -2.96814, 19.53962], [-15.69537, -1.63607, 19.26623], [-15.17644, 0.77425, 15.24424], [-15.32732, 0.21287, 13.93389], [-14.06531, -0.02074, 13.42479], [-13.13246, 0.29087, 14.46070], [-11.67347, -0.01961, 14.45017], [-10.96075, 0.36613, 16.13404], [-10.44898, -1.33588, 16.63100], [-9.66503, -2.06979, 15.71686], [-9.08682, -3.27638, 16.10906], [-9.43921, -3.76079, 17.38810], [-10.43947, -3.13388, 18.16802], [-10.85076, -1.87628, 17.83764], [-9.38168, 1.11448, 15.70297], [-8.13814, 0.63788, 16.14762], [-7.03926, 1.35409, 15.74294], [-7.13751, 2.55237, 15.04138], [-8.33009, 2.89687, 14.46736], [-9.48357, 2.22875, 14.83227], [-13.81970, 0.91284, 15.51274], [-16.52987, 2.09327, 16.24969], [-17.13732, 0.41056, 15.87893], [-15.76420, 2.32308, 20.17241], [-17.25284, 4.00259, 21.36271], [-19.75676, 3.59291, 20.94976], [-20.48539, 2.63904, 18.82334], [-19.01223, 1.20183, 17.47684], [-18.32229, -1.01124, 17.20524], [-18.65346, -3.43718, 17.51212], [-17.22553, -4.67013, 19.27680], [-15.28896, -3.51997, 20.26507], [-14.85484, -1.06299, 19.77186], [-16.21161, -0.34688, 13.50378], [-13.91430, -0.56716, 12.44633], [-11.15433, 0.48071, 13.63664], [-11.53337, -1.10202, 14.20886], [-9.36820, -1.67101, 14.73274], [-8.34854, -3.77715, 15.50999], [-9.01427, -4.67252, 17.76266], [-10.85526, -3.65819, 19.04634], [-11.60755, -1.34174, 18.38944], [-8.02115, -0.26554, 16.76622], [-6.09639, 0.94890, 16.03996], [-6.24728, 3.12769, 14.84312], [-8.35045, 3.70461, 13.74079], [-10.48848, 2.45945, 14.39254], [-12.10016, 1.05770, 19.33965], [-11.29609, 1.02224, 20.31913], [-14.14757, 8.55166, 17.54646], [-14.06605, 7.39630, 17.45551], [-13.72991, 5.97921, 17.28514], [-14.10509, 5.11574, 18.31556], [-13.58826, 3.84340, 18.32226], [-12.83015, 3.37691, 17.17959], [-12.44857, 4.23672, 16.20151], [-13.00657, 5.57369, 16.18158], [-14.73853, 5.44553, 19.12504], [-13.75156, 3.30098, 19.28958], [-11.76765, 3.96651, 15.42429], [-12.79987, 6.23826, 15.32808], [-10.95797, -3.97023, 24.55024], [-11.41457, -3.05253, 23.45305], [-11.06422, -1.57611, 23.58376], [-11.62143, -0.65859, 22.59267], [-11.16323, 0.72420, 22.69985], [-11.37203, 1.62471, 21.72801], [-9.51456, 0.14972, 20.15330], [-11.39469, 2.88148, 22.19476], [-11.26108, 4.05674, 21.31561], [-9.84037, 4.36346, 20.96730], [-9.30342, 5.59743, 21.74546], [-7.85358, 5.88807, 21.29585], [-11.22738, 2.78731, 23.61864], [-11.16699, 3.76832, 24.53091], [-10.80132, 3.50284, 25.86292], [-10.20622, 2.30743, 26.11007], [-10.16501, 1.33142, 25.09219], [-10.88255, 1.44548, 23.89421], [-11.74799, -3.84614, 25.31672], [-10.04403, -3.55733, 24.96606], [-10.83927, -5.02155, 24.19983], [-12.44118, -3.10939, 23.14220], [-10.87474, -3.39481, 22.52770], [-9.96755, -1.46199, 23.54046], [-11.44461, -1.32604, 24.59228], [-12.76535, -0.65709, 22.60461], [-11.31517, -1.00426, 21.57577], [-11.78780, 4.94944, 21.68398], [-11.75861, 3.75086, 20.36056], [-9.83432, 4.60512, 19.87865], [-9.15014, 3.45036, 21.08382], [-9.49574, 5.50125, 22.85083], [-9.92808, 6.39646, 21.28375], [-7.32035, 5.10298, 20.75327], [-7.22797, 6.21779, 22.15854], [-7.91992, 6.79007, 20.68364], [-11.24859, 4.81067, 24.14258], [-10.99890, 4.19367, 26.69827], [-9.97124, 2.06219, 27.12083], [-9.59363, 0.43208, 25.18448]],
  "mulliken_charge": [0.229, -0.626, 1.128, 0.376, -0.124, -0.717, -0.522, -0.527, -0.314, 0.972, -0.488, -0.651, -0.562, -0.427, -0.183, 0.068, -1.118, -0.870, -0.208, -0.949, 1.376, 0.482, -0.265, -0.921, -0.637, -0.578, -0.426, 0.526, -0.674, -0.554, -0.712, -0.795, -0.452, 0.657, 0.461, 0.332, 0.242, 0.336, 0.370, 0.362, 0.129, 0.120, 0.445, 0.337, 0.310, -0.011, 0.248, 0.370, 0.631, 0.554, 0.376, 0.435, 0.421, 0.407, 0.150, 0.456, 0.421, 0.411, 0.401, 0.284, -0.933, -0.443, -0.459, -0.332, 0.523, -1.105, -0.772, 1.616, 0.383, -0.753, 0.562, 0.373, 0.394, 0.476, -1.251, -0.502, -0.604, -0.019, 0.926, 0.180, -0.184, 0.278, 0.661, -0.887, -0.080, -1.170, 0.684, -0.451, -0.912, -0.576, -0.942, 0.208, 0.310, 0.320, 0.350, 0.444, 0.186, 0.387, 0.431, 0.120, -0.100, 0.687, -1.306, 0.390, 0.388, 0.084, 0.287, 0.347, 0.333, 0.302, 0.340, 0.402, 0.400, 0.501],
  "spin_multiplicity": 1,
  "homo_energy_ha": -0.3348,
  "e_above_lowest_kj_mol": 251.0,
  "total_charge": 1
}

***

(8)
{
  "formula": "C2H7MnO10P",
  "method": "ωB97M-V with the def2-TZVPD basis set",
  "symbols": ["Mn", "C", "O", "O", "O", "C", "O", "H", "H", "H", "P", "O", "O", "O", "O", "O", "H", "H", "O", "H", "H"],
  "coordinates": [[-0.33622, -0.36711, -0.00875], [-2.22851, 0.09051, -1.61261], [-2.22222, -0.88499, -0.89623], [-1.12225, 0.65744, -1.69558], [-3.22312, 0.58940, -2.06563], [2.55576, 0.89628, 0.22915], [1.43957, 0.49316, 0.91966], [2.77242, 1.96273, 0.16728], [3.44337, 0.31303, 0.47422], [2.35076, 0.64445, -0.81135], [-1.06953, -1.23416, 2.44984], [-0.38292, -1.92992, 1.26573], [-2.29928, -1.97168, 2.92685], [-1.50052, 0.06420, 1.59338], [-0.01759, -0.91235, 3.51160], [0.73176, -1.77027, -1.28145], [0.08973, -2.21023, -1.83863], [1.51469, -2.31796, -1.33885], [-0.28141, 2.99376, -0.58452], [-0.78702, 2.29395, -0.99787], [0.57252, 2.59974, -0.40622]],
  "mulliken_spin": [4.786, -0.019, 0.048, 0.045, 0.007, 0.006, 0.033, 0.000, 0.004, 0.005, -0.068, 0.180, 0.087, 0.646, 0.243, -0.048, 0.012, 0.029, 0.003, 0.000, 0.001],
  "spin_multiplicity": 7,
  "homo_energy_ha": [0.1417, 0.0942],
  "total_charge": -3
}